Entry 1:
Entry from the OMol25 dataset: a structure of composition C63H76N11O6P2S4SiSr in a non-equilibrium geometry (ωB97M-V/def2-TZVPD).

Element x y z (Å)
C (1.25957, -3.13299, 0.74753)
C (4.15279, -1.29892, 1.60386)
H (7.10227, 0.34236, 2.32189)
H (1.47912, 5.78347, 2.51796)
C (6.05597, 0.07977, 2.49333)
H (-3.32648, 6.54148, 3.06047)
C (0.18592, -1.51572, 5.37706)
H (1.64303, 0.76837, 6.01131)
H (-3.33653, 3.92409, -2.96211)
H (-0.76751, -1.29940, 5.86637)
H (-1.32122, 5.01258, 3.11124)
P (-2.55430, 2.19511, -0.69808)
C (-2.27552, 4.05950, -2.79555)
C (-5.95963, -0.45304, -6.31906)
C (0.32320, -0.62464, 4.13982)
H (-5.06318, 3.47895, -2.06906)
H (0.79403, 0.97188, -4.79604)
C (1.22762, 4.11792, 1.18815)
H (3.30840, 1.65439, -1.46481)
H (1.47044, -4.53968, 2.34188)
H (5.98332, -0.86115, 0.54423)
C (-5.85649, -0.17720, -1.35856)
C (-3.84972, -1.89399, -3.46987)
H (6.11155, -0.77994, -3.90232)
H (-3.07511, 1.34931, -6.58212)
H (-1.26168, 4.48178, 0.70173)
O (-1.50415, 0.74738, -3.56275)
O (8.02273, -7.50413, 1.84266)
C (-1.96164, -3.59669, -0.15114)
C (-2.23956, 4.72101, 2.59570)
C (-4.28048, 5.52675, 1.40251)
C (-2.53999, -0.78491, 1.95984)
H (6.17612, -1.98905, 1.86670)
H (5.75600, 2.22036, 2.20737)
H (-2.41658, 6.58603, 1.55266)
H (0.13480, -2.55823, 5.05006)
H (2.02829, -6.73356, 2.70820)
C (1.75460, 0.59451, -4.47634)
O (-4.45544, -2.74773, -2.86406)
N (-1.93393, -1.44764, 1.02112)
N (5.34179, -0.81274, -3.25747)
H (5.99017, -0.26559, 3.52962)
H (3.68864, 2.08628, 0.91159)
H (-1.27724, 3.02731, 1.66497)
H (-7.79630, 0.75599, -1.58243)
C (-6.38900, 2.24881, -0.87738)
H (2.86975, 1.36165, -6.13398)
H (-4.84485, 4.41024, -0.31876)
H (-5.84824, -0.23930, -2.45162)
C (1.35305, -1.33729, 6.37250)
H (-3.73748, 2.82705, 1.28071)
H (-5.72126, 2.10739, -2.90766)
N (4.79339, -6.27275, 0.84959)
C (1.20763, 2.73106, 1.00015)
H (3.88093, -1.53195, 2.63261)
C (1.72861, -0.69774, 3.52756)
C (-2.45891, -2.73504, 0.93553)
H (0.49805, -2.54851, 1.25413)
C (-4.40245, -1.13411, -4.65827)
H (-7.19870, 2.96780, -1.02350)
H (3.89883, -2.18155, 1.01233)
C (-0.81305, -3.70601, -2.03616)
H (4.92815, 1.10718, 0.17313)
N (-2.59650, -1.44096, -3.14101)
C (-3.12480, 3.42997, 0.59242)
H (0.30245, 5.95383, -3.86712)
S (-2.03139, -0.43899, -4.25048)
C (2.82476, -4.94516, 0.70452)
H (3.06781, 3.36952, -1.14376)
C (-1.88759, 3.88323, 1.37026)
H (-3.62261, 1.28645, -2.59622)
H (-0.34446, -2.34209, -3.50717)
C (-3.43952, -3.03593, 1.81952)
C (-0.24422, 5.19204, -3.32201)
C (-6.93811, 0.81299, -0.90701)
H (2.85339, -3.03322, -2.07235)
C (-2.25570, -4.88369, -0.48754)
N (1.63643, -2.67955, -0.44844)
C (2.58010, -3.37860, -1.08232)
S (7.15623, -7.60741, 0.68302)
H (-2.11945, 5.57169, -4.31294)
C (-5.31009, 2.43078, -1.94347)
C (3.87657, -7.85064, 2.82882)
H (1.97829, -2.23490, 6.37640)
C (3.20470, -4.49490, -0.55465)
H (0.07787, -3.85526, -3.87383)
H (-4.93593, 4.94096, 2.05941)
Sr (-0.48952, -0.71776, -1.87240)
H (-2.48992, 0.88839, 3.13474)
C (-4.49000, 0.29994, -0.88284)
H (-7.30047, 0.53929, 0.08775)
N (1.80358, -0.07932, -3.31754)
C (1.51945, 1.92698, 2.12156)
C (-1.59713, 4.99681, -3.55670)
C (1.47611, 4.70338, 2.41809)
O (-0.99990, -1.04472, -5.07833)
C (-4.05504, 1.57836, -1.63590)
C (2.81757, -0.38103, 4.58903)
C (-5.64217, -1.28659, -5.25395)
N (-2.27170, 0.52217, 2.22442)
C (4.27692, 1.18016, 1.05062)
H (3.43165, 0.46775, 4.29729)
H (1.91196, 4.33792, 4.49412)
H (-2.82862, 4.11710, 3.29762)
H (-5.95695, 2.46266, 0.10445)
H (1.85560, -1.74599, 3.22789)
H (3.04344, -0.02832, 6.70453)
H (-6.32668, -2.03928, -4.88561)
H (-3.32033, 5.26522, -0.51594)
C (-1.62181, 3.28911, -1.83340)
H (0.07980, 0.41266, 4.39129)
C (5.15037, 1.31536, 2.29181)
N (5.09586, -8.05911, 2.36397)
C (2.23232, -0.15368, 5.98345)
H (5.38009, -1.48937, -2.51608)
H (3.49904, -1.23374, 4.66245)
H (-6.06760, -1.18421, -0.99573)
H (1.47895, 4.55397, -2.26659)
C (-3.51901, -0.18930, -5.13914)
H (-0.40138, -0.94405, 3.38960)
H (-2.86949, -5.59958, 0.03236)
C (-3.92210, 4.67415, 0.18257)
O (7.35180, -6.58056, -0.32310)
O (6.98293, -8.95108, 0.15692)
H (1.95147, 1.90772, 4.23046)
C (5.66162, -1.07328, 1.56865)
C (3.37468, -0.06557, 1.07635)
H (-3.73278, -0.47891, -0.98843)
H (3.02476, -1.03524, -1.96783)
H (4.00392, -4.99731, -1.08267)
C (-5.05357, 0.49790, -6.78709)
P (1.65132, 0.11633, 1.83705)
C (5.50340, -7.25990, 1.37336)
C (3.56564, -6.07253, 1.32402)
Si (0.89458, 2.01607, -0.77957)
C (4.14023, -0.34017, -3.69372)
N (-1.10823, -2.97345, -1.00525)
H (-4.55013, 0.51620, 0.19290)
H (-6.92521, -0.54310, -6.79994)
H (-4.85240, 6.40275, 1.08387)
S (-3.75872, -1.66432, 2.82491)
H (-1.42579, 0.87786, 1.79516)
C (0.41453, 4.39597, -2.39762)
H (0.97503, -1.21815, 7.38986)
H (-5.32775, 1.12857, -7.62269)
C (1.73879, 2.52200, 3.36723)
C (2.90489, 0.79905, -5.20811)
H (3.54541, -8.50212, 3.63273)
C (-3.04421, 5.94880, 2.18617)
C (-3.79718, 0.63444, -6.21074)
C (2.97226, -0.53367, -2.92583)
H (4.50545, 1.47237, 3.15782)
N (-0.00241, -3.21703, -3.09480)
C (3.03397, -6.86123, 2.33281)
C (-0.22341, 3.38885, -1.65410)
H (-3.99555, -3.95305, 1.91970)
N (4.09869, 0.33080, -4.83800)
C (1.80907, -4.25025, 1.35515)
H (3.09361, -0.28333, 0.04094)
C (1.71623, 3.89842, 3.52262)
S (-1.48835, -5.27766, -1.98390)
H (2.48229, 2.64113, -2.65206)
H (1.01630, 4.76546, 0.34137)
C (2.59959, 2.47915, -1.57707)

Atoms 1-6, force components in eV/Å:
C 0.0200 0.1260 0.1157
C -0.0327 -0.0366 -0.1191
H -0.0050 -0.0039 0.0134
H -0.0031 -0.0116 -0.0070
C -0.0237 0.0006 -0.0009
H 0.0076 0.0015 -0.0030

Net charge   -1
Energy above the lowest of the compared OMol25 structures with the same formula, charge and spin   0.034 eV

Entry 2:
Entry from the OMol25 dataset: a cluster of 11 separate species, C64H103N5O12S in total in a non-equilibrium geometry (ωB97M-V/def2-TZVPD).

Element x y z (Å)
H (-2.21946, 5.98726, -5.19761)
H (4.45627, -6.10302, 1.83874)
C (1.19366, -1.00735, -0.55236)
H (-6.17089, 0.36824, -3.36615)
C (4.57848, 0.82174, -4.43869)
C (2.57687, 5.23126, 3.57848)
C (-5.78736, 0.54344, -5.46593)
H (-1.68625, 0.12064, 0.13951)
C (4.26241, -0.95971, 2.09969)
H (1.36785, -3.20178, -0.46754)
C (2.63546, -7.34606, 3.42245)
H (0.70952, 4.04465, -1.73866)
C (-4.78412, 1.65825, -5.15332)
H (-2.20132, 3.05168, 1.53054)
C (-6.14847, -0.29153, -4.24484)
N (4.07553, 1.87282, 5.15537)
C (-1.32430, 4.40578, -2.32977)
H (2.82008, -2.39307, -0.13962)
H (-0.41892, 0.82071, -9.95075)
O (3.32629, 2.68103, -3.87798)
H (-1.20866, 1.36906, -2.64032)
H (0.35374, -8.07827, 1.37002)
C (-8.04360, -1.49384, -3.00770)
C (-1.04044, -3.36237, 3.72882)
H (-5.18750, -0.08420, -6.14206)
H (2.97471, 5.13652, 4.58001)
C (4.12550, 0.88933, 4.06336)
C (2.08622, -5.92552, 3.27857)
C (-0.14781, 1.62790, -6.18192)
H (0.30793, -0.94273, -8.35933)
H (-1.46959, -0.38741, -2.43683)
H (-1.10054, -6.47332, 2.19470)
H (-0.09046, 1.85780, -5.12793)
O (-2.44715, -5.47806, -0.69534)
H (-1.28415, 2.95370, -9.09781)
C (-0.18191, 5.63119, -4.57658)
H (-3.17645, 4.93792, -3.24855)
C (-1.56486, -1.88739, 5.76132)
H (-3.92191, 1.31377, -4.57866)
C (5.18190, -1.85518, -4.23330)
C (5.97215, -1.00761, -5.01075)
O (3.37456, 1.61237, 6.11383)
H (-0.92338, 0.70524, 8.93689)
C (3.76782, -0.00158, -3.68801)
C (0.09866, 1.24925, -0.22850)
H (-0.94265, -9.05991, 0.95935)
C (-0.10715, -7.87702, -0.70224)
H (1.81780, -8.19642, 5.19852)
C (0.03361, -6.38790, -0.97477)
H (6.80435, -1.40259, -5.58018)
H (0.24844, -1.21587, -1.07580)
H (-8.17296, -0.40286, -4.85122)
C (-1.55966, 5.59352, -4.43683)
C (-1.78392, 7.06327, 2.88830)
C (4.09489, -1.34313, -3.53755)
H (6.28436, 0.99591, -5.73362)
H (2.54342, -1.86296, 2.87040)
H (3.39832, -1.97510, -3.00292)
C (-0.43165, 1.00996, -8.88557)
H (-0.94454, 7.09946, 3.58894)
O (4.72191, 2.89548, 5.01910)
C (-1.39402, -6.89749, 1.23844)
C (-7.46018, -1.06543, -4.34097)
H (0.86499, -8.35892, -0.84354)
N (1.97683, 7.57855, 4.00584)
H (1.85349, 5.71084, -0.17731)
C (2.57400, -5.10774, 2.11151)
H (-0.85150, -1.05513, 8.73244)
C (3.17126, -0.11623, 4.03641)
H (2.89229, -10.10508, 4.37917)
H (2.43315, -0.15766, 4.82556)
H (-1.08774, 1.89233, 4.08759)
C (0.86168, 0.11113, 0.42077)
H (-2.91981, -2.63762, 4.35612)
H (-1.47376, 7.85783, 0.90552)
C (5.14934, 0.98041, 3.14274)
H (2.19501, -4.09094, 2.24905)
C (0.21193, 0.38424, -6.67625)
C (1.66992, -8.31601, 4.11683)
H (2.50230, 3.52577, 0.64556)
S (-1.21545, -5.56880, 0.02093)
C (-1.35158, 0.88162, -0.57574)
H (-1.08438, -1.06764, 5.21459)
C (2.16163, 6.45285, 3.07703)
C (5.27525, -0.02332, 2.18953)
C (-2.00505, -3.03268, 4.85298)
C (-1.76257, 5.68748, 2.24734)
C (-1.64553, 3.20160, 2.46007)
C (1.74566, -2.30419, 0.03146)
H (-1.93699, 1.05593, 2.83418)
H (4.60009, -4.62690, 2.82136)
H (-0.57175, 3.17958, 2.26501)
C (-2.01445, 4.49479, 3.15406)
C (1.99612, 5.56693, 0.88610)
C (3.18943, -1.00508, 2.98216)
C (5.67768, 0.33948, -5.12984)
C (1.89017, 6.66363, 1.74233)
O (1.09237, -1.68946, -6.16983)
H (5.87869, 1.77494, 3.21061)
H (-5.34355, -0.99554, -3.99766)
H (-1.35074, -4.25773, 3.18548)
H (-0.94186, -2.63348, 2.92586)
H (1.43552, 7.54412, 1.31070)
H (0.23796, -0.29094, 1.23446)
H (2.95379, -7.71417, 2.44013)
O (2.23833, 8.70087, 3.61226)
C (-2.64084, -1.39298, 6.70357)
H (2.30521, -9.91410, 2.78106)
H (-2.86619, 8.58912, 1.76634)
H (-1.84594, 4.03537, -1.45728)
H (-0.07180, -3.54663, 4.21048)
H (-7.83498, -0.80175, -2.18823)
C (0.08895, 0.05665, -8.01359)
H (-2.65469, 7.06123, 3.55755)
H (1.78633, -0.62911, -1.39573)
H (-5.25461, 2.45970, -4.56952)
H (0.99168, -5.95375, 3.39204)
O (-0.60477, -4.43492, 0.65401)
H (0.18412, 2.14018, 0.39745)
C (2.00554, -9.78116, 3.83245)
H (-0.72794, -2.27143, 6.37326)
C (-0.87685, 2.23595, -8.39754)
H (-3.54393, -1.14150, 6.13267)
C (0.05304, 4.43287, -2.50831)
H (0.61332, 1.53504, -1.15927)
H (0.99451, -6.07043, -0.56525)
H (-4.99794, 2.71332, -7.08879)
H (-0.82301, 5.55965, 1.68621)
H (-3.61630, 3.14655, -6.09067)
C (-4.22553, 2.30533, -6.43872)
H (-7.35954, -1.91537, -5.02054)
H (1.75358, 0.46582, 0.95413)
H (-7.62482, -2.44645, -2.67114)
H (-1.33568, 4.57610, 4.01497)
O (-0.24155, 6.89554, -6.48835)
O (4.73364, 2.86412, -5.49384)
C (-2.28393, -0.09195, 7.41628)
H (-0.09435, -0.09869, 7.54387)
N (0.46418, 6.23782, -5.73977)
C (2.66296, 4.14993, 2.71597)
H (-3.03720, 4.51481, 3.53485)
H (-9.12700, -1.59910, -3.06940)
H (2.27012, -5.37038, 4.21481)
H (-6.67674, 0.87731, -5.99851)
C (-1.85628, 8.20787, 1.86699)
H (-2.86368, 2.08917, 3.91083)
H (4.38479, -1.75081, 1.36881)
H (3.01248, 3.19636, 3.08668)
H (3.54177, -7.35750, 4.03617)
O (0.78558, -0.29919, -4.55778)
C (-1.91509, 2.00506, 3.38234)
H (-2.50381, -3.82777, 5.41100)
H (1.19388, -10.49846, 3.94954)
H (-2.47076, 5.58561, 1.40578)
C (-0.70005, 2.54894, -7.05372)
C (-0.96323, -0.09612, 8.20603)
C (-1.68231, 0.59893, -2.02490)
H (5.48729, -2.88332, -4.08349)
H (-2.45985, -7.12243, 1.25410)
H (1.68876, 5.06464, -3.68463)
H (-3.08080, 0.29018, 8.05779)
O (1.56020, 7.30804, 5.10772)
H (-3.57877, 1.60312, -6.96321)
H (6.14963, -0.06535, 1.55723)
H (-2.89976, -2.16356, 7.43607)
O (1.65017, 6.06044, -5.87872)
H (-1.09329, 3.47906, -6.66310)
C (-2.09827, 5.06310, -3.27461)
H (-1.97998, 1.72653, -0.26198)
H (2.93273, 0.40199, -3.13313)
H (-2.17946, 0.67781, 6.64464)
N (0.75495, -0.60949, -5.73502)
H (2.13663, -5.39791, 1.15140)
H (-2.76223, 0.71457, -2.17168)
C (0.60988, 5.03970, -3.62179)
C (2.39377, 4.32804, 1.36767)
C (-0.55607, -8.06257, 0.75129)
H (0.61464, -8.06053, 3.99016)
H (4.38492, -4.50113, 1.10239)
H (1.38786, -2.42995, 1.05205)
N (4.19401, 2.23980, -4.61253)
H (-0.69919, -8.39012, -1.46508)
H (-1.16493, 8.99191, 2.18138)
H (-0.02029, -6.02274, -1.99655)
C (4.08447, -5.08679, 1.97585)

Atoms 1-6, force components in eV/Å:
H 0.1557 0.1230 -0.0459
H 0.1926 0.0633 0.0389
C -0.9830 -0.0764 -0.9864
H -0.3069 0.0360 -0.0875
C -0.0674 0.0167 -0.3521
C 0.4168 -0.1247 -0.0212

Net charge   0
SMILES string   O=[N+]([O-])c1ccccc1.O=[N+]([O-])c1ccccc1.O=[N+]([O-])c1ccccc1.O=[N+]([O-])c1ccccc1.O=[N+]([O-])c1ccccc1.O=S1(=O)CCCC1.CCCCCC.CCCCCC.CCCCCC.CCCCCC.CCCCCC

Calculated total energy per entry: -165879.246 -110880.080 eV